Entry 1:
The following is a quantum chemistry calculation of a cluster of 2 separate species, C2H10NOS in total at a distorted geometry, from the Open Molecules 2025 dataset.

Values from the calculation:
Energy = -16601.9839 eV
Charge = +1
Relative energy (zero: lowest compared OMol25 entry of this formula, charge and spin) = 0.701 eV
Lowest unoccupied orbital energy = -3.6 eV

```
15
Properties=species:S:1:pos:R:3:nbo_charge:R:1
C -0.5688 -0.5921 0.2416 -0.237
C -1.7826 0.3694 0.2262 -0.533
S -3.1610 -0.4288 1.1433 0.036
N 0.3261 -0.3427 -0.9566 -0.703
H -0.9128 -1.6032 0.0274 0.235
H -0.0368 -0.4556 1.1900 0.247
H -1.9446 0.3940 -0.8515 0.210
H -1.5337 1.2675 0.7755 0.247
H -2.6622 -0.1037 2.3438 0.135
H 0.6149 -1.1031 -1.5788 0.446
H 1.2730 0.0049 -0.7147 0.471
H -0.1142 0.3370 -1.5839 0.431
H 4.1078 0.2407 -0.0277 0.502
H 3.1886 1.4394 -0.3347 0.483
O 3.2063 0.5764 0.1001 -0.971
```

Entry 2:
The following is a quantum chemistry calculation of a cluster of 2 separate species, C5H10BrN3O in total at a distorted geometry, from the Open Molecules 2025 dataset.

Values from the calculation:
Energy = -81905.6702 eV
Lowest unoccupied orbital energy = 0.2 eV

```
20
Properties=species:S:1:pos:R:3:nbo_charge:R:1
Br -1.7765 0.7237 -3.0050 -0.033
C -0.0928 0.6144 -2.0264 -0.420
C 0.2625 -0.8153 -1.6664 -0.420
C -0.5042 -1.3650 -0.4456 -0.466
C -0.5565 -0.3961 0.6703 0.432
N -1.6248 0.3405 0.9699 -0.330
N -1.3787 1.1666 2.0104 -0.244
C -0.1405 0.9143 2.3179 0.196
N 0.3933 -0.0508 1.5162 -0.482
H 0.6728 1.0168 -2.6805 0.238
H -0.1543 1.2885 -1.1778 0.217
H 1.3354 -0.8961 -1.5039 0.251
H -0.0253 -1.4391 -2.5102 0.230
H 0.0520 -2.2330 -0.0883 0.255
H -1.4895 -1.7425 -0.7056 0.240
H -2.5017 0.3010 0.4769 0.433
H 0.4221 1.4137 3.0834 0.244
H 1.4187 -0.4041 1.5064 0.518
O 2.8845 0.3182 1.5026 -1.267
H 2.8036 1.2443 1.7557 0.412
```

Entry 3:
The following is a quantum chemistry calculation of a cluster of 2 separate species, C4H12NO2S in total at a distorted geometry, from the Open Molecules 2025 dataset.

Values from the calculation:
Energy = -20753.5495 eV
Charge = +1
Relative energy (zero: lowest compared OMol25 entry of this formula, charge and spin) = 3.594 eV
Lowest unoccupied orbital energy = -3.7 eV

```
20
Properties=species:S:1:pos:R:3:nbo_charge:R:1
C 2.1052 0.7858 -0.5825 -0.662
C -2.1150 -1.7388 -0.8198 -0.730
C 1.2703 0.5079 0.6341 -0.519
C -1.7386 0.8297 -0.0147 0.633
N 1.7005 -0.8180 1.2289 -0.690
O -1.7562 1.9507 0.6782 -0.609
O -1.5017 0.9047 -1.3047 -0.608
S -2.1892 -0.6853 0.6527 0.371
H 1.8819 0.0814 -1.3877 0.190
H 1.8899 1.7886 -0.9440 0.228
H 3.1851 0.7359 -0.3847 0.176
H -2.9245 -1.4744 -1.4936 0.254
H -2.2381 -2.7590 -0.4709 0.259
H -1.1547 -1.6036 -1.3071 0.249
H 1.3875 1.2693 1.4055 0.163
H 1.6245 -1.5325 0.4973 0.416
H 1.0912 -1.0715 2.0106 0.424
H 2.6805 -0.8132 1.5601 0.390
H -1.9582 1.8426 1.6184 0.532
H -1.2404 1.7998 -1.5758 0.533
```

Entry 4:
The following is a quantum chemistry calculation of a structure of composition C30H48P2STm at a distorted geometry, from the Open Molecules 2025 dataset.

Values from the calculation:
Energy = -90825.3051 eV
<S²> = 2.003
Charge = +1
2S+1 = 3
Lowest unoccupied orbital energy (alpha / beta) = -2.7 / -2.6 eV

```
82
Properties=species:S:1:pos:R:3:mulliken_charge:R:1
Tm -0.3073 -0.0699 -0.6076 -0.693
C -0.8027 -2.1101 0.5670 0.655
C 0.5666 -2.1586 0.1306 0.595
C 0.3869 -0.5338 1.7787 0.753
C -0.9033 -1.1211 1.5956 0.659
C 1.2955 -1.1673 0.8697 0.537
C -1.9052 -3.0050 0.1311 -1.750
H -1.7288 -3.3957 -0.8773 0.328
H -2.8655 -2.4739 0.1228 0.432
H -2.0162 -3.8654 0.8090 0.339
C -2.0909 -0.8722 2.4444 -1.331
H -2.8195 -1.6811 2.3348 0.454
H -2.5916 0.0647 2.1810 0.130
H -1.8039 -0.8040 3.5005 0.298
C 0.7537 0.3872 2.8831 -1.480
H 0.4353 -0.0281 3.8501 0.314
H 0.2772 1.3692 2.7799 0.108
H 1.8372 0.5358 2.9177 0.457
C 2.7635 -0.9470 0.8304 -1.660
H 3.2662 -1.5784 1.5807 0.364
H 3.0267 0.0968 1.0527 0.380
H 3.1817 -1.1988 -0.1514 0.278
C 1.1520 -3.1604 -0.7944 -1.294
H 1.4872 -4.0532 -0.2445 0.339
H 2.0245 -2.7515 -1.3202 0.342
H 0.4255 -3.4909 -1.5452 0.330
C -1.8576 1.1378 -5.8768 -0.314
C -1.9501 -0.2116 -5.8342 -0.223
C -1.1465 -1.1177 -6.7152 -0.978
C 0.3597 -0.7316 -6.8334 -1.039
C 0.9827 -0.1144 -5.6179 0.040
C 1.1453 1.2227 -5.4898 -0.488
C 0.4711 2.2457 -6.3595 -1.121
C -0.9850 1.9138 -6.8252 -1.280
H -1.5800 -1.1127 -7.7325 0.440
H 0.4770 -0.0698 -7.7113 0.299
H -1.2260 -2.1585 -6.3612 0.317
H -0.9458 1.4392 -7.8174 0.358
H -2.5629 1.7458 -5.3006 0.856
H -2.7677 -0.6860 -5.2854 0.561
H -1.4886 2.8827 -6.9758 0.449
H 0.4477 3.2103 -5.8270 0.255
H 1.9248 1.6337 -4.8487 0.837
H 1.0738 2.4266 -7.2661 0.498
H 0.9182 -1.6511 -7.0736 0.415
H 1.4638 -0.8086 -4.9240 0.345
P -1.8929 0.4537 -2.6525 0.886
P 1.5868 1.7197 -1.6476 1.143
C -0.8361 1.7960 -3.3626 1.927
C 0.2970 2.5886 -2.6603 -1.350
H -1.5169 2.5313 -3.8092 0.987
H -0.3965 1.2344 -4.1917 -2.333
H 0.8725 3.1151 -3.4352 0.464
H -0.1551 3.3515 -2.0113 0.332
C 2.3821 3.0621 -0.7089 -1.256
H 3.1388 2.6210 -0.0479 0.412
H 1.6355 3.5718 -0.0902 0.243
H 2.8662 3.7878 -1.3740 0.468
C 2.9264 1.0627 -2.7005 -1.355
H 3.4455 1.8592 -3.2568 0.463
H 2.5379 0.3188 -3.4118 0.128
H 3.6610 0.5508 -2.0598 0.478
C -3.6487 0.5220 -3.0482 -1.319
H -4.1440 -0.3236 -2.5471 0.392
H -3.9252 0.5027 -4.1083 0.458
H -4.0567 1.4403 -2.5941 0.387
C -1.0173 -1.1290 -3.1567 0.076
H -0.0954 -1.3703 -2.5636 -0.163
H -0.6741 -1.0736 -4.2016 -0.766
H -1.7006 -1.9863 -3.0721 0.588
S -1.8463 2.0069 0.4113 -0.190
C -1.5000 3.1534 1.6273 0.650
C -1.7625 2.9023 3.0009 -0.605
C -1.3888 3.8376 3.9647 -0.491
C -0.8286 5.0638 3.5883 -0.526
C -0.6321 5.3515 2.2372 -0.547
C -0.9790 4.4236 1.2564 -0.585
H -2.2384 1.9680 3.2818 0.335
H -1.5319 3.6006 5.0239 0.389
H -0.5448 5.7906 4.3510 0.365
H -0.1975 6.3074 1.9339 0.375
H -0.8456 4.6381 0.2002 0.432
```

Entry 5:
The following is a quantum chemistry calculation of the ion C3H8N2O3PS with charge +1 at a distorted geometry, from the Open Molecules 2025 dataset.

Values from the calculation:
Energy = -32481.0859 eV
Charge = +1
Relative energy (zero: lowest compared OMol25 entry of this formula, charge and spin) = 0.353 eV
Lowest unoccupied orbital energy = -3.7 eV

```
18
Properties=species:S:1:pos:R:3:nbo_charge:R:1
C 0.8918 -0.0439 0.9130 0.722
C -1.1716 -0.6565 0.5289 -0.228
C -0.1471 -0.6179 1.8445 -0.129
N 0.0348 -0.2875 -0.2946 -0.897
N -0.5590 0.1843 2.9397 -0.847
O 1.9576 0.4513 0.9602 -0.491
O 0.5188 -0.9108 -2.6934 -1.003
O 1.7729 1.0340 -1.8116 -0.961
P 0.4042 0.3246 -1.7724 2.173
S -1.1292 1.4726 -2.6701 -0.258
H -1.4511 -1.7317 0.2380 0.239
H -1.8853 0.1944 0.7393 0.245
H 0.2980 -1.6805 2.2033 0.245
H -0.8592 1.3633 -4.0677 0.241
H -0.2071 1.1375 2.9466 0.403
H -1.2144 -0.1516 3.5437 0.402
H 0.7526 -1.8612 -2.3935 0.571
H 1.9933 1.7797 -1.1538 0.574
```